Molecular formula: C46H59BF9GeN2NiOP2
Method: DFT, ωB97M-V/def2-TZVPD

As for the molar mass: 1031.04 g/mol. As for the relative energy (zero: lowest compared OMol25 entry of this formula, charge and spin): 14.0 kJ/mol. Its charge is 0. The expectation value of S² is 0.8654. The spin multiplicity is 2.

Geometry as XYZ:
```
122
Properties=species:S:1:pos:R:3:forces:R:3:mulliken_charge:R:1
Ge -1.2376 0.6853 2.4524 0.0 0.1 0.2 2.054
Ni -0.0131 -0.0302 -0.9702 0.5 -0.4 0.3 -0.747
P -0.3478 -2.4089 -1.2697 -0.4 0.4 0.7 0.216
P 1.8329 1.5642 -0.9217 -0.5 -0.1 0.7 -0.010
F -3.2077 3.4972 -3.7461 0.0 0.1 -0.1 -0.292
F -0.6337 2.5306 -4.5948 0.1 0.0 0.1 -0.286
F -4.2627 1.1931 -4.2129 -0.1 0.1 0.0 -0.272
F -0.3923 0.4122 -4.2670 0.1 0.1 0.0 -0.132
F -1.5001 3.6996 -2.4499 0.0 0.0 0.0 -0.042
F -3.3650 2.9967 -1.6452 0.0 0.0 0.0 -0.206
F -4.2042 0.5348 -2.1726 0.0 -0.1 0.0 -0.129
F -3.1571 -0.5860 -3.7072 -0.1 0.0 0.0 -0.207
F -2.0413 1.1470 -5.4345 0.0 0.0 0.0 -0.323
O -1.4809 0.9464 -1.9346 -0.2 0.2 -0.4 1.648
N 1.4653 -2.1945 0.6312 0.1 -0.1 0.4 0.804
N 2.2503 -0.1081 1.0644 0.1 -0.1 0.5 0.531
C -0.2978 -1.6191 3.9467 0.0 0.0 0.1 0.035
C 0.3410 -0.2663 6.2796 0.0 0.0 -0.1 -0.688
C -0.1936 0.4287 5.1991 -0.1 -0.2 0.1 -0.511
C -0.9059 -2.6876 -3.9513 0.0 -0.1 0.0 -2.305
C 1.3682 3.9514 -2.2795 0.1 0.0 0.0 -1.944
C 3.2915 1.1574 -2.0116 -0.1 -0.2 -0.2 2.410
C -5.0795 0.1579 0.8157 0.1 0.0 0.1 -0.758
C 0.5532 -1.6362 6.1959 0.0 0.0 0.0 -0.700
C 3.4372 -3.4412 1.6097 0.0 0.0 0.0 -0.876
C 1.4752 -2.6107 -3.2399 0.0 0.0 0.0 -1.522
C -3.0708 0.1132 2.1663 -0.1 0.0 -0.3 0.034
C 2.6036 4.2130 -0.1164 0.0 0.1 0.0 -1.948
C -2.2571 4.7816 2.7549 0.0 0.0 0.0 -0.757
C 3.1873 -1.0271 1.5392 -0.2 0.3 0.0 0.111
C 0.0899 -3.1900 -2.8959 0.0 0.3 -0.3 2.106
C -3.0922 -2.1479 -1.1571 -0.1 -0.1 0.0 -1.639
C 0.2252 -2.3151 5.0284 0.0 0.1 0.0 -0.803
C -2.2876 -4.4988 -0.9031 0.0 -0.1 0.1 -1.931
C -0.0757 3.1897 3.3810 -0.1 0.1 0.1 -0.327
C 2.4906 1.2846 0.7912 0.1 -0.1 -0.1 -0.803
C -1.1110 5.3580 3.2856 0.0 0.0 0.0 -0.702
C 4.6801 -3.2567 2.2166 0.0 0.0 0.0 -0.813
C -2.5595 2.9338 -2.7163 0.1 -0.2 0.0 -0.015
C -5.6961 -0.7179 1.7023 0.0 0.0 0.0 -0.724
C 1.5311 3.4053 -0.8549 -0.1 0.0 -0.3 2.881
C -3.4687 0.6514 -3.2842 0.1 0.0 0.2 0.045
C 0.2092 3.5385 -0.0875 -0.1 0.1 0.0 -1.333
C -0.0199 4.5578 3.6100 0.0 0.0 0.0 -0.918
C -3.7669 0.5608 1.0392 -0.1 -0.1 0.1 0.177
C -1.9849 -3.0359 -0.5935 0.0 0.1 -0.2 2.224
C -3.6986 -0.7653 3.0508 -0.1 0.1 0.0 -0.535
C 0.8313 -3.2469 -0.1123 0.2 0.0 -0.1 -1.964
C -5.0054 -1.1785 2.8187 0.0 0.0 0.0 -0.630
C -2.1406 1.4462 -2.9869 0.2 -0.1 -0.1 1.144
C 3.7880 -0.2377 -1.5996 0.0 0.0 0.0 -1.888
C 4.4203 -0.8457 2.1418 0.0 0.0 0.0 -0.769
C -1.2264 2.5946 2.8504 0.2 0.1 -0.1 0.369
C 0.1595 -4.7192 -2.9016 0.1 0.0 0.0 -1.760
C -2.3147 3.4092 2.5367 0.1 0.0 0.0 -0.267
C -0.5218 -0.2391 4.0170 0.3 -0.2 -0.1 0.098
C 2.7891 1.0823 -3.4612 0.1 0.1 0.0 -1.532
C -1.3028 1.3925 -4.3453 0.0 0.0 0.2 -0.218
C 5.1642 -1.9789 2.4753 0.0 0.0 0.0 -0.804
C -1.9349 -2.8250 0.9242 0.0 -0.2 0.0 -2.190
C 4.4523 2.1446 -1.9157 0.1 0.0 0.0 -1.930
C 2.7047 -2.3176 1.2685 -0.3 -0.1 0.0 0.498
B 1.1314 -0.8037 0.4936 0.2 0.2 -1.3 0.928
H 1.9273 0.4212 -3.5443 0.0 0.0 0.0 -0.041
H -0.8250 -5.1701 -3.0041 0.1 0.0 0.0 0.383
H 2.2694 5.2563 -0.0705 0.0 -0.1 0.0 0.559
H 2.2695 -3.0240 -2.6110 -0.1 0.0 0.0 0.244
H 2.3370 4.1428 -2.7475 -0.1 0.0 0.0 0.371
H -1.8955 -3.1335 -3.8211 0.1 0.0 0.0 0.266
H -0.5481 2.8402 -0.4478 0.0 0.0 0.0 -0.588
H -5.4853 -1.8627 3.5087 0.0 0.0 0.0 0.426
H 1.9391 1.9324 1.4746 0.0 0.0 0.1 -0.314
H -1.4733 -1.8698 1.1738 0.0 0.0 0.0 -0.445
H 2.4963 2.0605 -3.8467 0.0 -0.1 0.0 0.312
H -3.1114 5.4015 2.5098 0.0 0.0 0.0 0.455
H -1.0623 6.4298 3.4399 0.0 -0.1 0.0 0.390
H 6.1317 -1.8605 2.9491 -0.1 0.0 0.0 0.419
H -1.3898 -3.6213 1.4386 -0.1 0.1 0.0 0.478
H 0.2961 -3.9536 0.5215 0.1 -0.1 0.0 0.610
H -3.2799 1.2134 0.3178 0.0 -0.1 0.0 0.281
H 3.5522 1.5244 0.8696 0.0 0.0 0.0 0.356
H -3.2169 2.9727 2.1234 0.0 0.0 0.0 0.306
H -0.1858 4.5550 -0.1975 0.1 -0.1 0.0 0.994
H 0.9738 -2.1736 7.0376 0.0 0.0 0.0 0.379
H 4.3612 -0.2095 -0.6708 0.0 0.0 0.0 0.194
H -4.0306 -2.3416 -0.6264 0.1 0.0 0.0 0.606
H 1.4845 -1.5239 -3.1306 0.0 -0.1 0.0 -0.158
H -2.9552 -2.8087 1.3148 0.0 0.0 0.0 0.879
H 4.2076 3.1078 -2.3644 0.0 0.0 0.0 0.369
H -3.1994 -4.7889 -0.3702 0.0 0.0 0.0 0.489
H 0.8748 5.0024 4.0311 0.0 0.0 0.0 0.436
H 0.3603 3.3584 0.9724 0.0 0.0 0.0 0.142
H -0.5323 -2.1577 3.0339 0.1 0.0 0.1 0.313
H 0.8111 4.8929 -2.2542 0.1 0.0 0.0 0.554
H 4.4429 -0.6273 -2.3855 0.0 0.0 0.0 0.773
H 5.2715 -4.1198 2.4970 0.0 0.0 0.0 0.416
H 0.3810 -3.3856 4.9611 0.0 0.0 0.0 0.454
H 4.7988 0.1479 2.3555 0.0 0.0 0.0 0.486
H -2.4669 -4.6533 -1.9674 0.0 0.0 0.1 0.327
H 0.7887 2.5751 3.6180 0.0 0.0 0.0 0.503
H 0.5891 0.2661 7.1907 0.0 0.0 0.0 0.426
H 1.5856 -3.8090 -0.6654 0.0 0.0 -0.1 0.752
H 0.7602 -5.0381 -3.7592 0.0 0.0 0.0 0.556
H -1.4844 -5.1698 -0.5820 -0.1 0.0 0.0 0.276
H 4.7731 2.3080 -0.8842 0.0 0.0 -0.1 0.252
H 3.0519 -4.4378 1.4200 0.0 0.1 0.0 0.493
H 5.3055 1.7314 -2.4639 0.0 0.0 0.0 0.500
H 0.8095 3.2687 -2.9136 0.0 0.0 0.0 0.184
H -1.0127 -1.6041 -3.9060 0.0 -0.2 0.0 0.370
H 3.5672 4.1995 -0.6223 0.0 0.0 0.0 0.386
H -2.8487 -1.0946 -1.0293 0.0 0.0 0.0 -0.290
H 0.6288 -5.1288 -2.0034 0.0 0.0 -0.1 0.185
H -3.2534 -2.3326 -2.2176 0.0 0.0 0.0 0.364
H -0.5442 -2.9486 -4.9515 0.0 0.0 0.1 0.600
H -6.7137 -1.0475 1.5223 0.1 0.0 0.0 0.382
H 2.7443 3.8759 0.9141 0.0 0.0 -0.1 0.228
H 3.5852 0.6884 -4.1024 0.0 0.0 0.0 0.541
H -5.6113 0.5185 -0.0573 0.0 0.0 0.0 0.484
H -3.1697 -1.1208 3.9288 0.0 0.0 0.0 0.376
H -0.3746 1.4919 5.2931 0.0 0.0 0.0 0.440
H 2.9640 -0.9433 -1.4634 0.1 0.0 0.0 -0.014
H 1.7141 -2.8465 -4.2820 0.0 0.0 0.1 0.725
```
Forces are in eV/Å.